197
Properties=species:S:1:pos:R:3:forces:R:3 method="wB97M-V/def2-TZVPD" energy_ev=-90845.2247 de_lowest_kj_mol=161.6 lumo_ev=0.33 max_force_ha_per_bohr=0.03712 orbital_gap_ev=8.498 charge=0
C 0.524 -2.063 6.654 -0.12 -0.24 -0.05
C -0.575 -1.865 7.706 0.13 -0.96 0.46
C -0.111 -0.875 8.765 0.77 1.12 -0.73
C -0.040 0.554 8.186 -0.02 0.39 1.19
C -1.364 0.945 7.568 -0.57 -0.33 0.01
C -1.948 -0.085 6.583 -1.07 0.79 -1.05
N -1.860 -1.436 7.130 0.42 0.53 1.22
O -2.335 -2.401 6.211 0.20 0.00 -0.16
C -3.466 0.206 6.443 -0.13 -0.33 0.20
C -1.341 0.126 5.191 0.46 -0.43 -0.14
C -0.816 -3.173 8.484 -0.35 -0.20 0.14
H 0.971 -1.117 6.359 0.01 0.00 -0.10
H 0.080 -2.551 5.784 0.12 0.05 -0.08
H 1.325 -2.705 7.025 -0.05 0.00 0.11
H -0.696 -0.909 9.686 -0.43 0.08 -0.24
H 0.900 -1.147 9.077 0.00 -0.23 -0.09
H 0.820 0.764 7.548 -0.11 -0.55 -0.36
H 0.156 1.230 9.026 -0.12 0.03 0.01
H -1.316 1.910 7.059 0.09 -0.04 -0.10
H -2.114 1.075 8.355 0.16 -0.07 0.17
H -3.967 -0.529 5.811 0.22 -0.16 0.02
H -3.906 0.131 7.439 -0.14 0.10 -0.05
H -3.723 1.170 5.998 0.40 0.19 0.18
H -0.250 0.104 5.201 0.00 0.06 0.03
H -1.666 -0.651 4.498 -0.10 0.01 0.05
H -1.638 1.092 4.779 -0.09 0.02 0.09
H -0.030 -3.322 9.227 0.26 -0.12 -0.28
H -0.912 -4.069 7.868 0.19 0.09 -0.13
H -1.727 -3.111 9.088 -0.11 0.23 -0.18
H -2.909 -2.941 6.765 -0.10 0.02 -0.15
C 1.562 1.473 0.048 0.70 0.10 -0.18
C 1.645 -0.057 0.131 -0.05 0.64 0.65
C 1.468 -0.468 1.606 -0.22 -0.70 -0.75
C 0.024 -0.483 2.060 0.34 0.84 1.25
C -0.880 -1.243 1.117 -0.53 -0.47 -0.07
C -0.768 -0.869 -0.376 0.15 0.79 0.56
N 0.643 -0.692 -0.731 0.74 -1.49 0.65
O 0.863 -0.355 -2.090 -0.23 -0.29 0.34
C -1.369 -1.979 -1.270 0.13 1.44 0.06
C -1.601 0.426 -0.567 -0.06 0.08 -0.75
C 3.051 -0.525 -0.248 -0.03 -0.44 -1.13
H 1.566 1.847 -0.978 -0.19 -0.24 -0.10
H 2.484 1.863 0.491 -0.22 0.25 0.26
H 0.683 1.854 0.566 0.08 0.10 0.07
H 1.902 -1.471 1.698 -0.18 -0.12 0.07
H 2.077 0.166 2.251 -0.03 0.18 -0.13
H -0.256 0.543 2.333 -0.42 0.12 -0.77
H 0.042 -0.893 3.075 -0.29 -0.56 -0.22
H -1.956 -1.132 1.279 0.10 0.32 0.62
H -0.736 -2.304 1.352 0.37 -0.14 -0.64
H -2.408 -2.192 -1.013 0.14 -0.26 0.42
H -1.441 -1.528 -2.260 0.29 -0.42 -0.25
H -0.713 -2.844 -1.259 -0.17 -0.18 -0.07
H -2.662 0.183 -0.487 -0.03 0.08 0.01
H -1.390 1.275 0.085 0.17 -0.38 0.43
H -1.439 0.837 -1.567 -0.01 -0.27 -0.13
H 3.120 -1.617 -0.257 -0.35 -0.07 -0.02
H 3.869 -0.250 0.419 -0.27 0.64 0.10
H 3.256 -0.197 -1.271 0.35 0.05 0.14
H 1.009 -1.244 -2.477 -0.11 0.75 -0.50
C 4.661 -1.339 3.783 -0.98 -0.36 -0.22
C 5.477 -2.601 3.414 -0.89 1.55 -0.49
C 4.553 -3.588 2.716 0.20 0.37 0.17
O 5.176 -4.848 2.587 -0.67 -0.09 -0.62
C 4.426 -5.884 3.171 0.18 -0.24 1.31
N 6.565 -2.199 2.481 -0.12 0.18 1.01
H 3.756 -1.633 4.330 0.18 0.14 0.33
H 4.260 -0.834 2.897 0.25 -0.08 -0.18
H 5.207 -0.586 4.351 0.18 -0.20 0.10
H 5.812 -2.985 4.378 0.60 -0.43 -0.37
H 4.297 -3.153 1.740 0.22 -0.22 -0.24
H 3.585 -3.635 3.225 0.15 -0.29 0.31
H 4.443 -5.751 4.265 -0.05 -0.10 -0.02
H 4.901 -6.844 2.979 0.07 0.11 -0.30
H 3.362 -5.948 2.916 0.10 0.25 -0.56
H 6.102 -1.773 1.679 -0.04 -0.33 -0.14
H 6.945 -1.368 2.936 0.56 -0.24 -0.16
C 1.057 -5.550 -0.815 -0.38 -1.24 0.18
C 2.470 -5.390 -1.332 -0.13 1.30 0.74
C 2.895 -6.447 -2.324 -0.38 -0.48 0.03
O 2.998 -7.729 -1.734 -0.03 0.38 0.45
C 3.245 -8.734 -2.689 0.27 0.04 0.08
N 2.632 -4.046 -1.955 0.89 0.44 0.08
H 0.991 -6.573 -0.425 0.05 0.16 0.32
H 0.250 -5.549 -1.553 0.32 0.49 -0.36
H 0.803 -4.862 -0.010 0.11 0.11 -0.06
H 3.122 -5.331 -0.453 0.12 -0.91 -0.03
H 3.847 -6.132 -2.767 0.02 -0.16 -0.25
H 2.106 -6.556 -3.077 0.19 0.53 -0.41
H 2.565 -8.666 -3.544 -0.06 0.03 0.01
H 3.109 -9.695 -2.198 -0.01 0.00 0.01
H 4.277 -8.663 -3.047 -0.01 -0.06 -0.13
H 3.633 -3.923 -2.147 -0.22 -0.38 -0.67
H 2.608 -3.347 -1.209 -0.86 -0.16 0.10
C 4.348 3.833 -2.454 -1.43 -0.91 -0.02
C 5.230 2.628 -2.072 -0.02 1.48 -0.16
C 4.973 1.537 -3.100 0.30 0.57 -0.24
O 5.742 0.376 -2.917 -0.41 -0.14 0.15
C 5.350 -0.635 -3.836 0.01 0.64 0.26
N 6.633 3.081 -2.035 0.05 -0.26 -0.28
H 3.304 3.499 -2.350 0.03 0.23 -0.08
H 4.445 4.130 -3.501 0.33 0.08 0.05
H 4.447 4.694 -1.797 0.35 -0.02 0.03
H 4.862 2.331 -1.087 0.52 -0.36 0.08
H 5.198 1.931 -4.104 0.09 0.19 -0.02
H 3.889 1.376 -3.121 -0.01 -0.48 0.25
H 6.209 -1.290 -3.945 -0.17 -0.27 -0.05
H 5.086 -0.186 -4.800 0.20 -0.07 -0.14
H 4.451 -1.148 -3.483 0.08 -0.24 0.07
H 6.747 3.625 -2.890 0.28 -0.30 -0.12
H 6.764 3.797 -1.328 -0.21 -0.24 0.31
C 1.850 1.832 -5.052 0.18 -1.25 0.00
C 0.583 1.250 -5.683 0.33 1.57 -0.70
C -0.636 1.485 -4.815 -1.34 -0.24 -1.22
O -0.934 2.875 -4.648 1.04 -0.01 0.25
C -1.970 3.119 -3.721 1.28 0.33 1.14
N 0.451 1.928 -6.997 -0.37 0.56 0.25
H 2.678 1.486 -5.675 0.13 0.50 -0.13
H 2.033 1.340 -4.093 -0.25 0.35 0.22
H 1.827 2.916 -4.967 0.01 -0.01 0.07
H 0.792 0.198 -5.884 -0.52 -0.16 0.32
H -0.541 0.834 -3.939 -0.17 0.68 0.59
H -1.539 1.220 -5.379 0.19 -1.14 0.00
H -1.877 4.155 -3.403 -0.23 0.13 -0.47
H -1.668 2.592 -2.807 -0.75 -0.36 0.06
H -2.997 2.921 -4.037 0.13 -0.34 -0.24
H -0.494 1.827 -7.370 0.10 -0.54 0.03
H 0.417 2.919 -6.746 0.34 -0.02 -0.24
C -3.542 7.184 -0.881 0.30 1.03 0.67
C -2.389 6.958 -1.872 -1.59 -1.06 0.00
C -1.466 5.884 -1.309 -0.89 0.21 0.19
O -0.329 5.711 -2.113 -0.19 0.19 0.13
C 0.639 4.817 -1.612 -0.42 -0.10 0.25
N -3.051 6.437 -3.093 0.78 0.53 -0.37
H -4.302 6.410 -0.795 0.33 -0.38 -0.36
H -4.074 8.102 -1.148 -0.04 -0.06 -0.11
H -3.154 7.374 0.125 0.02 -0.03 -0.02
H -1.922 7.925 -2.070 0.53 -0.17 0.26
H -2.057 4.958 -1.261 0.00 -0.15 -0.23
H -1.336 6.133 -0.246 1.04 0.12 -0.08
H 1.330 4.642 -2.432 0.31 0.14 0.24
H 0.241 3.841 -1.308 -0.38 0.01 -0.23
H 1.083 5.229 -0.701 0.45 0.10 -0.18
H -2.316 6.223 -3.767 -0.11 -0.07 -0.01
H -3.531 7.235 -3.504 -0.22 -0.22 -0.09
C -1.002 3.912 3.443 -0.59 -0.38 -0.39
C -2.335 4.662 3.397 -0.04 -0.03 1.24
C -3.382 4.001 4.317 0.99 -0.34 -0.04
O -4.661 4.589 4.258 0.03 -0.12 -0.44
C -5.650 3.674 4.683 -0.29 0.10 -0.46
N -2.140 6.069 3.713 -0.56 0.37 -1.27
H -0.661 3.693 4.455 0.20 0.33 0.02
H -0.293 4.482 2.846 0.27 0.05 0.34
H -1.112 2.947 2.939 -0.02 -0.05 0.08
H -2.699 4.542 2.374 -0.16 0.47 -0.03
H -3.076 4.042 5.371 0.42 -0.08 0.00
H -3.339 2.947 4.002 -0.72 -0.13 0.15
H -5.540 3.374 5.729 0.24 -0.11 -0.01
H -5.626 2.813 4.008 -0.04 -0.27 0.29
H -6.635 4.127 4.579 0.13 0.25 -0.03
H -3.055 6.502 3.664 0.19 0.32 0.25
H -1.690 6.309 4.581 -0.03 -0.46 0.24
C -3.623 -0.271 -3.904 0.68 0.38 0.27
C -4.110 -0.301 -5.331 -0.22 -0.55 -0.71
C -3.195 -1.070 -6.297 0.53 0.01 0.36
O -3.660 -1.094 -7.636 -0.41 0.17 0.20
C -3.425 0.126 -8.310 -0.07 -0.36 -0.44
N -5.473 -0.867 -5.381 0.16 -0.14 -0.68
H -4.148 0.516 -3.362 -0.31 -0.35 0.23
H -2.570 -0.009 -3.786 0.02 -0.01 -0.40
H -3.704 -1.244 -3.420 -0.44 0.05 0.06
H -4.177 0.714 -5.738 -0.06 0.08 0.29
H -3.102 -2.112 -5.982 -0.09 -0.05 0.02
H -2.188 -0.631 -6.285 0.07 -0.02 0.06
H -2.343 0.290 -8.346 -0.04 0.42 0.06
H -3.982 0.973 -7.900 0.27 0.04 0.29
H -3.786 0.019 -9.334 0.07 -0.20 0.02
H -5.606 -1.063 -6.377 -0.41 0.24 0.14
H -5.465 -1.812 -4.998 0.15 0.17 0.33
C -2.359 -3.985 -3.479 1.51 0.02 0.11
O -2.813 -4.853 -4.494 -0.58 -0.16 0.07
H -1.420 -3.498 -3.768 -0.35 0.56 -0.39
H -3.135 -3.265 -3.256 -0.05 0.01 -0.10
H -2.005 -4.433 -2.542 -0.76 -0.64 0.04
H -2.167 -5.528 -4.709 0.18 0.08 0.17
C -5.409 0.982 1.068 -0.56 0.01 0.89
O -6.609 0.397 0.595 0.15 -0.57 -0.69
H -5.416 1.017 2.162 0.02 0.30 0.01
H -4.551 0.354 0.837 -0.10 0.02 -0.49
H -5.317 1.988 0.658 0.35 0.01 0.03
H -7.345 0.491 1.198 0.16 0.23 0.28
C 1.071 -3.049 -5.001 -0.31 -0.41 -0.86
O 0.948 -2.590 -3.686 0.04 -0.02 0.50
H 0.542 -3.998 -5.169 0.14 -0.11 0.24
H 0.575 -2.367 -5.696 0.11 0.30 0.27
H 2.102 -3.176 -5.345 0.07 0.07 0.21
H 1.433 -3.192 -3.069 0.11 -0.10 -0.41